Density functional theory data (the ωB97M-V functional and the def2-TZVPD basis) for a cluster of 11 separate species, C54H133N11O4 in total at a distorted geometry.

Values from the calculation:
Relative energy (zero: lowest compared OMol25 entry of this formula, charge and spin): 0.0 kcal per mole
Highest occupied orbital energy: -0.2724 Eh
HOMO-LUMO gap: 7.913 eV
SMILES: CCN(CC)CC.CCN(CC)CC.CCN(CC)CC.CCN(CC)CC.CCN(CC)CC.CCN(CC)CC.CCN(CC)CC.CN(C)C=O.CN(C)C=O.CN(C)C=O.CN(C)C=O
Strongest force on any atom: 3.7 eV/A
Total charge: 0
Multiplicity: 1

Positions of all 202 atoms, in Å:
C 4.76042 3.40875 -5.47172
C 3.45525 3.73013 -4.81004
N 2.81187 2.45943 -4.22245
C 2.63801 1.35556 -5.16633
C 1.67075 1.65642 -6.39954
C 1.58878 2.80814 -3.54764
C 0.87172 1.66097 -2.87036
H 5.32956 2.73085 -4.82628
H 5.42474 4.32333 -5.52663
H 4.68839 3.00343 -6.48867
H 3.64694 4.41930 -3.97894
H 2.74776 4.23807 -5.49015
H 3.55644 1.02496 -5.60790
H 2.20364 0.51908 -4.61025
H 1.82656 2.66297 -6.79876
H 1.83285 0.94501 -7.21712
H 0.59797 1.63921 -6.13474
H 0.88326 3.26215 -4.25118
H 1.76764 3.64954 -2.88051
H 1.60530 1.14311 -2.29490
H 0.36792 0.96502 -3.59767
H 0.08582 1.97368 -2.25792
C 1.51543 6.54351 2.33850
C 1.04090 5.29052 1.60600
N 0.97399 5.48590 0.15555
C -0.05556 6.44982 -0.22781
C -0.63138 6.30093 -1.62904
C 2.28937 5.73104 -0.48443
C 3.37529 4.78489 -0.02149
H 0.87583 7.40148 2.08570
H 2.45364 6.79004 1.89719
H 1.68839 6.41373 3.40733
H 1.64069 4.48752 1.88254
H -0.04400 5.11874 1.93304
H -0.88488 6.40473 0.54694
H 0.41934 7.47416 -0.23653
H -1.22413 5.31562 -1.72130
H -1.33324 7.13858 -1.84057
H 0.15736 6.26643 -2.40768
H 2.70110 6.77835 -0.42001
H 2.12526 5.64618 -1.54776
H 3.77363 5.05018 0.92727
H 4.22647 4.78792 -0.67777
H 3.05957 3.76847 0.01225
C -0.57058 -2.09086 -6.36556
C -1.85024 -1.19831 -6.44300
N -3.06996 -1.91219 -6.30863
C -4.05268 -1.70238 -7.33731
C -3.55404 -2.24134 -8.71260
C -3.54362 -1.98922 -4.89720
C -4.20925 -0.71288 -4.41186
H 0.32419 -1.48041 -6.48165
H -0.59557 -2.87660 -7.15500
H -0.56299 -2.59047 -5.39732
H -1.71943 -0.49219 -5.63008
H -1.84429 -0.57959 -7.33360
H -5.00499 -2.27907 -7.09053
H -4.34890 -0.61697 -7.45389
H -4.34667 -2.17904 -9.43486
H -2.76659 -1.58873 -9.00324
H -3.24502 -3.27468 -8.58176
H -2.68521 -2.17422 -4.25062
H -4.20208 -2.82022 -4.82954
H -3.44954 0.05100 -4.28548
H -4.58887 -0.89690 -3.40604
H -5.04498 -0.32642 -5.01613
C -0.96239 -5.29671 0.40117
C -0.47318 -6.04388 -0.84626
N -0.10994 -5.24791 -2.00034
C -1.21563 -4.55334 -2.68901
C -2.14376 -5.50023 -3.40049
C 0.80951 -5.92993 -2.91132
C 1.26337 -5.02466 -4.07694
H -1.27920 -5.95301 1.19597
H -1.83243 -4.65751 0.12391
H -0.19403 -4.71316 0.81150
H 0.38690 -6.65598 -0.61599
H -1.23618 -6.75488 -1.22319
H -0.84555 -3.82683 -3.38855
H -1.73964 -3.98175 -1.91616
H -1.65756 -6.12596 -4.15021
H -2.82944 -4.86955 -4.01145
H -2.74197 -6.08996 -2.74751
H 1.67404 -6.26248 -2.32229
H 0.25017 -6.77961 -3.25166
H 2.27650 -5.21686 -4.36788
H 0.57265 -5.10155 -4.91568
H 1.26620 -4.04560 -3.61186
C 4.92863 5.25906 5.36975
C 5.06257 3.73003 5.11337
N 3.78393 2.94274 5.31555
C 3.50440 2.76217 6.77032
C 2.06850 2.28242 7.05621
C 3.80391 1.72637 4.47278
C 3.41634 2.09164 2.99588
H 4.84933 5.46303 6.42513
H 4.09539 5.63612 4.77099
H 5.83265 5.74796 4.91559
H 5.47192 3.56020 4.10560
H 5.88214 3.37529 5.82534
H 4.25847 2.06180 7.11365
H 3.67303 3.68576 7.26291
H 1.98253 2.33637 8.19995
H 1.28579 2.92815 6.59151
H 1.91372 1.31346 6.62045
H 3.13817 1.03895 4.96738
H 4.78585 1.17466 4.41987
H 2.43657 2.61230 2.94009
H 3.40271 1.23347 2.32288
H 4.11707 2.81868 2.55292
C 0.63615 1.87303 0.78024
C -0.57551 1.00960 0.46045
N -0.35388 -0.40984 0.47434
C 0.13819 -0.83870 1.86488
C 0.80549 -2.23070 1.82303
C -1.49323 -1.13470 -0.05288
C -1.57677 -1.09534 -1.60122
H 0.53767 2.89051 0.30110
H 1.54078 1.40954 0.32301
H 0.70758 2.07289 1.87729
H -1.40323 1.28157 1.14382
H -0.92187 1.17186 -0.55682
H 0.86012 -0.06646 2.19675
H -0.76259 -0.87263 2.51527
H 0.93172 -2.65795 2.79674
H 0.07484 -2.92293 1.28873
H 1.69777 -2.20645 1.23700
H -2.34831 -0.56703 0.33925
H -1.48847 -2.14465 0.34530
H -2.41169 -1.69333 -1.97525
H -0.66550 -1.58273 -1.96212
H -1.68218 -0.04290 -1.98297
C -0.95693 -1.71775 5.30117
C 0.53206 -1.27600 5.63716
N 1.37904 -2.47035 5.76233
C 1.07755 -3.29199 6.90166
C 1.23560 -2.64698 8.26777
C 2.77819 -2.11583 5.71632
C 3.22827 -1.85296 4.22295
H -1.55672 -0.90757 4.90941
H -1.53140 -2.08477 6.18584
H -0.94631 -2.52410 4.53276
H 0.96743 -0.62626 4.86621
H 0.47086 -0.72458 6.55626
H 0.06337 -3.66861 6.78888
H 1.80535 -4.11799 6.87317
H 0.46545 -1.93501 8.48547
H 1.19800 -3.43827 9.05784
H 2.23102 -2.14137 8.26442
H 3.42800 -2.92967 6.00163
H 3.04471 -1.27476 6.36349
H 2.72577 -0.94999 3.80551
H 3.06044 -2.78749 3.71312
H 4.32511 -1.69977 4.17101
C -6.73822 -2.95430 -2.82341
N -5.81820 -3.73304 -2.08813
C -5.95325 -5.14798 -2.10224
C -4.74589 -3.18251 -1.48397
O -3.86798 -3.76942 -0.86556
H -6.44025 -1.93796 -2.95561
H -7.71307 -2.97675 -2.32267
H -6.81622 -3.28229 -3.87705
H -5.84464 -5.47878 -3.11201
H -5.21879 -5.53667 -1.35937
H -6.93860 -5.45177 -1.74274
H -4.76895 -2.11410 -1.67903
C -5.90493 0.87330 1.90047
N -5.00754 -0.25909 1.97636
C -4.15235 -0.25591 3.08550
C -4.94019 -1.11999 0.96100
O -5.64452 -1.00336 -0.05431
H -5.27897 1.79619 2.13314
H -6.79085 0.80585 2.53183
H -6.19521 0.96842 0.88811
H -3.38602 -1.00432 2.89290
H -3.68591 0.68648 3.22461
H -4.63171 -0.45369 4.01677
H -4.14553 -1.86381 1.04847
C 2.09284 -1.94228 -1.45226
N 3.02606 -3.01055 -1.47614
C 4.15853 -2.90309 -2.38486
C 2.83904 -4.18122 -0.89406
O 3.58564 -5.14244 -1.04287
H 1.22386 -2.13040 -0.81273
H 1.71949 -1.65727 -2.42409
H 2.53746 -1.08510 -1.02305
H 3.88580 -2.82911 -3.43703
H 4.74547 -2.01564 -2.15792
H 4.86535 -3.72969 -2.19801
H 1.87532 -4.24987 -0.33174
C -1.19988 4.61546 4.97904
N -1.59198 3.57464 4.07031
C -0.93440 2.28329 4.13520
C -2.50435 3.84729 3.16099
O -3.03413 3.05541 2.41378
H -0.17415 4.95160 4.83175
H -1.32372 4.32011 6.00836
H -1.82369 5.48480 4.79449
H -1.22629 1.83275 3.18819
H 0.15045 2.41033 4.19576
H -1.28550 1.67167 4.96573
H -2.75676 4.97870 3.16146

Density functional theory data (the ωB97M-V functional and the def2-TZVPD basis) for the molecule C14H17N3O4 at a distorted geometry.

Values from the calculation:
Relative energy (zero: lowest compared OMol25 entry of this formula, charge and spin): 127.1 kcal per mole
Highest occupied orbital energy: -0.2960 Eh
HOMO-LUMO gap: 8.368 eV
Strongest force on any atom: 1.3 eV/A
Total charge: 0
Multiplicity: 1

Positions of all 38 atoms, in Å:
C -1.68469 -1.53163 -3.54698
H -2.50427 -1.11864 -4.13258
O -1.12941 -0.44252 -2.85347
C -0.08437 -0.67196 -2.01788
C 0.51746 -1.89909 -1.80351
C 1.56753 -2.02780 -0.90288
C 2.04716 -0.92596 -0.22386
C 1.46536 0.32126 -0.45749
C 0.39998 0.46426 -1.32636
O -0.25270 1.62596 -1.57756
C 0.11488 2.77646 -0.85283
H -0.55816 3.56210 -1.19148
H -0.01327 2.63648 0.22506
H 1.14799 3.07237 -1.06272
H 1.85176 1.18067 0.06895
C 3.08934 -1.05898 0.85479
H 3.61653 -0.11278 0.97840
H 3.81181 -1.83685 0.60861
C 2.41629 -1.42577 2.19774
N 1.25069 -0.60085 2.36312
N 1.39287 0.64375 2.67948
O 0.17709 1.21463 2.54659
C -0.73768 0.27373 2.10234
N -1.92195 0.51011 1.70222
C -2.62918 1.66951 1.89458
O -2.60880 2.33227 2.90723
C -3.53093 1.95328 0.71530
H -4.32531 1.21047 0.70245
H -3.96255 2.94541 0.80977
H -2.96958 1.86386 -0.21146
C 0.00946 -0.93036 2.01990
H -0.29900 -1.90026 1.70380
H 3.10023 -1.24471 3.02826
H 2.09474 -2.46794 2.19487
H 2.00651 -3.00068 -0.73766
H 0.16797 -2.77655 -2.32315
H -2.07726 -2.28858 -2.85996
H -0.95656 -1.99467 -4.22165

Density functional theory data (the ωB97M-V functional and the def2-TZVPD basis) for the molecule C15H12N4 at a distorted geometry.

Values from the calculation:
Relative energy (zero: lowest compared OMol25 entry of this formula, charge and spin): 2.3 kcal per mole
Highest occupied orbital energy: -0.3267 Eh
HOMO-LUMO gap: 8.907 eV
SMILES: Cc1ncc2c(n1)-c1ccccc1[C@H]2n1ccnc1
Strongest force on any atom: 2.1 eV/A
Total charge: 0
Multiplicity: 1

Positions of all 31 atoms, in Å:
C 2.84629 3.43678 -1.64270
C 1.75495 2.56594 -1.09503
N 0.94706 3.09984 -0.13638
C -0.01098 2.35385 0.38943
C -0.24018 1.07478 -0.09027
C 0.65275 0.58704 -1.01683
N 1.65828 1.30926 -1.52505
C 0.27650 -0.83457 -1.30682
C 0.92644 -1.78904 -2.12993
C 0.33620 -3.08407 -2.15343
C -0.79536 -3.41448 -1.35674
C -1.30798 -2.45542 -0.48389
C -0.80168 -1.15673 -0.52251
C -1.25994 0.04711 0.30565
N -1.23266 -0.27049 1.73572
C -2.22247 0.09293 2.64966
C -1.79109 -0.38110 3.84303
N -0.55170 -0.98269 3.72901
C -0.21741 -0.92506 2.44976
H 2.58054 3.72926 -2.67837
H 3.80635 2.90739 -1.67629
H 2.98664 4.32304 -1.01360
H -0.64172 2.75026 1.21432
H 1.79427 -1.49731 -2.74153
H 0.86321 -3.84153 -2.74487
H -1.22021 -4.44769 -1.42818
H -2.11803 -2.62930 0.20253
H -2.27558 0.37266 -0.03930
H -3.11423 0.70408 2.46143
H -2.33286 -0.30856 4.78572
H 0.70461 -1.33620 2.01543

E_LUMO per entry: 0.5021, 0.3148, 0.0165 eV